Entry 1:
DFT (the ωB97M-V functional and the def2-TZVPD basis) results for a molecular structure, C4H2KO2 in a non-equilibrium geometry.

Calculated values
Spin multiplicity: 2
⟨S²⟩: 0.76
Orbital gap (alpha / beta) (eV): 4.1 / 7.1

Geometry (Å):
O1 -1.42656 -0.40155 -2.20479
C1 -1.34624 -0.49880 -0.97260
H1 -1.96023 -1.23840 -0.41393
C2 1.67116 -0.93938 0.76054
C3 0.74561 -0.28543 0.30845
C4 -0.49863 0.30315 -0.11611
O2 -0.67063 1.56155 0.09679
K1 0.92711 2.98780 1.51524
H2 2.55841 -1.48893 1.02642

These are the Löwdin partial charges, in e, on atoms 1 to 2:
1. O 0.026
2. C -0.224

---

Entry 2:
DFT (the ωB97M-V functional and the def2-TZVPD basis) results for C2H5N3O2 in the gas phase in a non-equilibrium geometry.

Calculated values
Structure (SMILES): [H]/N=C(\N)OC(N)=O
Orbital gap (eV): 10.3

Geometry (Å):
C1 0.11762 1.36617 -0.40432
C2 0.25256 -0.84653 0.00039
N1 -0.16461 1.98547 0.77352
N2 0.65397 -2.13954 -0.06592
O1 1.16788 0.07654 -0.04357
N3 -0.95336 -0.36233 -0.08728
O2 0.20567 1.82307 -1.49471
H1 -0.61608 2.88177 0.66770
H2 -0.54947 1.37062 1.47543
H3 1.62541 -2.32075 -0.25298
H4 -0.01221 -2.87538 -0.21984
H5 -1.72738 -0.95911 -0.34843

These are the Löwdin partial charges, in e, on atoms 1 to 2:
1. C -0.494
2. C -0.617

---

Number 1: energy -903.911530 hartree. Number 2: energy -393.955130 hartree.